ORCA calculation (ωB97M-V/def2-TZVPD) on a molecular structure, C40H57AsN10OS4Ti at a distorted geometry.

Structure (XYZ):
```
114
C40H57AsN10OS4Ti, DFT ωB97M-V/def2-TZVPD
Ti -0.08 -0.17 0.16
C -0.32 0.68 -3.74
C 0.03 2.10 -3.35
S -0.03 2.34 -1.55
C 0.67 4.04 -1.46
C 1.06 4.43 -0.04
S 1.89 3.10 0.87
C 3.43 2.91 -0.08
C 3.98 1.50 0.01
S 2.85 0.17 -0.54
C 2.95 0.50 -2.33
C 2.17 -0.52 -3.14
S 0.42 -0.62 -2.70
H 0.01 0.48 -4.76
H -1.39 0.50 -3.70
H -0.68 2.79 -3.80
H 1.03 2.37 -3.68
H -0.09 4.71 -1.85
H 1.53 4.06 -2.13
H 0.18 4.67 0.57
H 1.71 5.30 -0.06
H 4.16 3.61 0.35
H 3.25 3.21 -1.11
H 4.27 1.24 1.02
H 4.87 1.40 -0.62
H 4.01 0.46 -2.60
H 2.58 1.51 -2.50
H 2.58 -1.52 -3.01
H 2.22 -0.27 -4.20
C -4.67 -1.10 -3.09
N -3.68 -0.43 -2.21
C -2.55 -0.92 -1.72
N -1.94 0.03 -0.99
C -2.80 1.10 -1.08
N -3.84 0.85 -1.81
C -6.07 -0.58 -2.89
C -6.91 -0.34 -3.98
C -8.21 0.09 -3.77
C -8.70 0.29 -2.48
C -7.86 0.04 -1.40
C -6.56 -0.41 -1.61
C -8.29 0.21 -0.02
N -9.38 0.67 0.50
N -9.25 0.60 1.85
C -8.07 0.11 2.10
O -7.41 -0.16 0.95
C -7.35 -0.18 3.33
C -7.70 0.33 4.58
C -6.88 0.07 5.67
C -5.71 -0.67 5.53
C -5.37 -1.17 4.28
C -4.09 -1.93 4.03
N -3.25 -1.22 3.03
C -2.37 -1.72 2.17
N -1.78 -0.72 1.51
C -2.36 0.40 2.05
N -3.24 0.12 2.96
C -6.20 -0.96 3.20
H -4.62 -2.17 -2.88
H -4.36 -0.94 -4.13
H -2.18 -1.91 -1.89
H -2.65 2.06 -0.61
H -6.55 -0.48 -4.99
H -8.85 0.28 -4.61
H -9.71 0.63 -2.31
H -5.93 -0.60 -0.75
H -8.59 0.94 4.68
H -7.15 0.46 6.64
H -5.08 -0.85 6.39
H -4.30 -2.92 3.63
H -3.51 -2.04 4.94
H -2.20 -2.77 2.01
H -2.14 1.42 1.76
H -5.96 -1.39 2.24
N 0.64 -1.96 0.06
C 1.31 -2.93 -0.14
N 1.96 -3.99 -0.31
C 1.44 -5.34 0.05
C 2.43 -6.03 0.98
C 3.82 -6.09 0.35
C 4.31 -4.68 0.02
C 3.34 -3.97 -0.91
H 1.36 -5.90 -0.89
H 0.45 -5.24 0.49
H 2.05 -7.04 1.18
H 2.47 -5.50 1.94
H 3.79 -6.70 -0.55
H 4.51 -6.56 1.04
H 5.28 -4.72 -0.48
H 4.43 -4.10 0.94
H 3.27 -4.49 -1.87
H 3.63 -2.93 -1.08
C 0.74 -2.32 3.35
C 0.32 -0.94 3.84
As 0.80 0.50 2.57
C 0.12 2.16 3.42
C -0.80 1.97 4.63
C 2.73 0.65 3.01
C 2.99 0.56 4.51
H 0.58 -3.06 4.14
H 1.80 -2.34 3.09
H 0.16 -2.63 2.48
H 0.84 -0.71 4.76
H -0.75 -0.90 4.05
H -0.36 2.76 2.65
H 1.02 2.69 3.72
H -1.78 1.58 4.37
H -0.95 2.96 5.08
H -0.35 1.34 5.39
H 3.03 1.63 2.65
H 3.29 -0.12 2.47
H 2.25 1.12 5.09
H 3.96 0.99 4.73
H 3.01 -0.47 4.86
```

Computed properties:
Relative energy (zero: lowest compared OMol25 entry of this formula, charge and spin) ... 2.407 eV
LUMO level ... -13.2396 eV
Total charge ... +4
Multiplicity ... 1


ORCA calculation (ωB97M-V/def2-TZVPD) on a molecular structure, C40H57BGaN11O2S.

Structure (XYZ):
```
113
C40H57BGaN11O2S, DFT ωB97M-V/def2-TZVPD
Ga 0.54 -0.65 -0.30
C 5.06 -0.65 -1.28
N 4.16 -0.13 -2.29
C 4.74 0.11 -3.60
C 2.80 -0.22 -2.14
N 2.17 0.25 -1.09
C 2.71 1.37 -0.37
C 3.58 1.23 0.70
C 4.09 2.34 1.36
C 3.73 3.61 0.93
C 2.81 3.75 -0.09
C 2.23 2.64 -0.71
N 1.22 2.77 -1.68
C 0.24 3.59 -1.44
N -0.45 4.10 -2.51
C 0.07 3.88 -3.84
C -1.88 4.39 -2.45
N -0.20 3.99 -0.20
C -0.50 5.38 0.07
C -0.04 3.18 0.99
N 2.12 -0.81 -3.15
C 0.75 -0.48 -3.45
C 2.62 -2.05 -3.74
H 5.70 0.13 -0.87
H 5.68 -1.43 -1.72
H 4.47 -1.08 -0.47
H 5.51 0.89 -3.51
H 3.97 0.46 -4.28
H 5.20 -0.79 -4.01
H 3.82 0.24 1.04
H 4.77 2.20 2.19
H 4.15 4.48 1.41
H 2.49 4.74 -0.40
H 1.16 3.94 -3.82
H -0.32 4.65 -4.50
H -0.21 2.90 -4.24
H -2.42 3.76 -3.16
H -2.27 4.17 -1.46
H -2.07 5.44 -2.69
H -0.44 5.97 -0.85
H 0.22 5.79 0.78
H -1.50 5.50 0.49
H 0.18 2.15 0.72
H -0.97 3.18 1.56
H 0.77 3.55 1.63
H 0.63 -0.47 -4.54
H 0.52 0.50 -3.05
H 0.05 -1.22 -3.05
H 3.56 -2.33 -3.29
H 2.75 -1.95 -4.82
H 1.90 -2.85 -3.54
N 1.20 -0.96 1.46
C 0.98 -0.32 2.70
C 1.99 -0.23 3.65
C 1.79 0.42 4.86
C 0.57 1.04 5.12
C -0.44 0.97 4.17
C -0.25 0.29 2.98
H 2.95 -0.68 3.43
H 2.59 0.47 5.58
H 0.41 1.56 6.06
H -1.40 1.44 4.37
H -1.04 0.23 2.25
O -2.05 0.98 0.09
B -1.28 0.23 -0.81
O -1.84 0.33 -2.09
C -2.96 1.11 -1.95
C -3.87 1.48 -2.91
C -4.93 2.29 -2.50
C -5.05 2.70 -1.17
C -4.12 2.30 -0.21
C -3.08 1.51 -0.63
H -3.77 1.15 -3.94
H -5.67 2.60 -3.22
H -5.88 3.32 -0.88
H -4.21 2.60 0.83
C -2.40 -3.46 0.00
C -3.56 -4.48 0.18
N -4.86 -3.81 0.08
C -4.93 -2.77 1.11
C -3.77 -1.75 0.93
N -2.95 -2.12 -0.23
C -3.80 -2.14 -1.42
C -4.95 -3.17 -1.24
H -1.77 -3.71 -0.86
H -1.74 -3.41 0.86
H -3.51 -4.96 1.16
H -3.52 -5.27 -0.57
H -4.87 -3.26 2.09
H -5.90 -2.29 1.04
H -3.12 -1.72 1.80
H -4.17 -0.74 0.77
H -4.21 -1.14 -1.58
H -3.18 -2.39 -2.28
H -4.91 -3.95 -2.00
H -5.93 -2.69 -1.31
C 4.11 -3.87 3.54
C 2.70 -3.58 3.13
C 1.61 -3.96 3.85
C 0.32 -3.62 3.31
N 0.15 -2.96 2.22
C 1.25 -2.42 1.48
S 1.11 -2.85 -0.35
N 2.53 -2.92 1.97
C -0.92 -4.07 4.03
H 4.14 -4.42 4.47
H 4.66 -2.93 3.68
H 4.62 -4.45 2.77
H 1.71 -4.51 4.77
H 3.34 -2.59 1.47
H -0.69 -4.53 4.99
H -1.46 -4.79 3.42
H -1.58 -3.22 4.19
```

Computed properties:
Relative energy (zero: lowest compared OMol25 entry of this formula, charge and spin) ... 0.071 eV
LUMO level ... 0.5335 eV
Multiplicity ... 1


ORCA calculation (ωB97M-V/def2-TZVPD) on 7 unconnected molecules or ions with the total composition C40H58Br2Cl2N8 at a distorted geometry.

Structure (XYZ):
```
110
C40H58Br2Cl2N8, DFT ωB97M-V/def2-TZVPD
C -0.71 -3.64 -3.51
C -2.05 -4.19 -4.21
Cl -1.86 -3.85 -6.04
C -3.32 -3.36 -3.58
C -4.07 -4.21 -2.45
Cl -2.88 -5.20 -1.41
C -4.90 -5.36 -3.26
N -5.69 -6.02 -3.93
C -5.14 -3.37 -1.56
C -5.27 -4.24 -0.18
N -5.48 -4.84 0.85
C -6.62 -3.31 -2.23
C -6.89 -2.78 -3.70
C -8.30 -2.68 -4.36
C -9.59 -3.16 -3.59
C -9.37 -3.68 -2.13
C -7.93 -3.74 -1.45
C -4.64 -1.92 -1.08
Br -2.78 -1.84 -0.38
C -4.81 -0.73 -2.17
C -3.68 0.44 -2.07
Br -6.57 0.21 -1.90
H -0.68 -3.77 -2.37
H 0.26 -4.13 -3.92
H -0.70 -2.48 -3.69
H -2.19 -5.33 -4.13
H -2.88 -2.36 -3.23
H -4.00 -3.15 -4.49
H -6.00 -2.43 -4.37
H -8.48 -2.27 -5.43
H -10.65 -3.12 -4.05
H -10.28 -4.04 -1.52
H -7.92 -4.11 -0.37
H -5.32 -1.62 -0.19
H -4.81 -1.08 -3.26
H -2.68 0.12 -2.55
H -4.08 1.29 -2.75
H -3.58 0.89 -1.03
C 3.81 -0.45 -4.84
C 3.15 -1.80 -5.09
C 1.64 -1.68 -5.34
C 0.97 -1.07 -4.15
N 0.44 -0.58 -3.20
H 3.42 0.04 -3.95
H 4.89 -0.58 -4.70
H 3.66 0.22 -5.70
H 3.33 -2.44 -4.22
H 3.62 -2.28 -5.95
H 1.21 -2.67 -5.52
H 1.45 -1.06 -6.22
C 3.38 -0.49 -0.05
C 4.64 -0.99 0.66
C 5.90 -0.83 -0.20
C 5.75 -1.62 -1.47
N 5.64 -2.25 -2.47
H 3.17 -1.06 -0.96
H 2.51 -0.59 0.61
H 3.48 0.57 -0.32
H 4.50 -2.04 0.92
H 4.77 -0.44 1.59
H 6.77 -1.19 0.35
H 6.07 0.22 -0.45
C 1.01 -2.47 5.35
C 0.07 -2.17 4.19
C 0.78 -2.16 2.83
C 1.85 -1.10 2.82
N 2.69 -0.26 2.81
H 1.79 -1.71 5.44
H 0.46 -2.50 6.29
H 1.50 -3.45 5.21
H -0.41 -1.20 4.37
H -0.73 -2.92 4.17
H 0.06 -1.95 2.04
H 1.23 -3.13 2.63
C 2.30 3.63 1.35
C 3.52 4.54 1.42
C 4.31 4.59 0.11
C 4.81 3.21 -0.24
N 5.20 2.13 -0.51
H 2.59 2.59 1.16
H 1.76 3.65 2.29
H 1.62 3.94 0.55
H 4.17 4.20 2.23
H 3.19 5.55 1.67
H 5.16 5.27 0.20
H 3.67 4.95 -0.71
C 0.11 8.02 0.82
C 0.71 9.33 0.33
C 1.85 9.13 -0.67
C 2.97 8.35 -0.03
N 3.85 7.74 0.48
H 0.85 7.42 1.36
H -0.71 8.21 1.51
H -0.27 7.42 -0.01
H 1.07 9.90 1.19
H -0.08 9.92 -0.15
H 2.23 10.09 -1.01
H 1.50 8.58 -1.55
C 2.69 1.88 9.00
C 3.33 0.49 8.98
C 2.81 -0.38 7.83
C 1.32 -0.58 7.97
N 0.15 -0.74 8.09
H 1.61 1.82 9.16
H 3.11 2.48 9.82
H 2.87 2.41 8.06
H 3.14 0.00 9.94
H 4.41 0.60 8.88
H 3.30 -1.35 7.85
H 3.02 0.09 6.87
```

Computed properties:
Relative energy (zero: lowest compared OMol25 entry of this formula, charge and spin) ... 5.683 eV
LUMO level ... -0.2882 eV
Structure (SMILES) ... C[C@H](Cl)C[C@](Cl)(C#N)[C@](C#N)(c1ccccc1)[C@@H](Br)[C@H](C)Br.CCCC#N.CCCC#N.CCCC#N.CCCC#N.CCCC#N.CCCC#N
Multiplicity ... 1


ORCA calculation (ωB97M-V/def2-TZVPD) on 5 unconnected molecules or ions with the total composition C40H59ClN2O17P2S2 at a distorted geometry.

Structure (XYZ):
```
123
C40H59ClN2O17P2S2, DFT ωB97M-V/def2-TZVPD
C -1.14 3.93 4.99
C 0.19 3.54 4.33
C 0.46 4.45 3.12
C 0.18 2.06 3.97
C -1.02 1.67 3.08
C -0.85 0.48 2.17
C -1.70 -0.60 2.34
C -1.62 -1.76 1.58
C -2.60 -2.86 1.92
O -2.60 -3.12 3.33
O -1.76 -4.26 3.56
C -0.68 -1.85 0.55
C -0.59 -3.05 -0.35
C -1.71 -3.11 -1.40
C -1.92 -1.83 -2.22
N -3.34 -1.59 -2.47
C 0.18 -0.75 0.39
C 0.11 0.39 1.17
N 1.01 1.49 1.00
C 1.46 1.79 -0.31
C 1.70 3.12 -0.63
O 1.50 4.11 0.29
C 2.69 4.67 0.84
C 3.25 3.87 2.02
C 4.44 2.99 1.64
O 3.60 4.79 3.05
C 2.15 3.47 -1.90
C 2.42 2.50 -2.85
P 3.16 3.20 -4.34
S 5.09 3.51 -4.22
C 2.16 1.15 -2.58
P 2.25 -0.30 -3.72
O 1.15 0.19 -4.83
Cl 4.00 -0.05 -4.80
C 1.69 0.82 -1.29
S 1.40 -0.88 -0.89
H -0.98 4.87 5.54
H -1.88 4.14 4.24
H -1.49 3.19 5.71
H 0.98 3.71 5.07
H 1.46 4.87 3.17
H 0.41 3.88 2.19
H -0.27 5.26 3.06
H 0.07 1.50 4.90
H 1.12 1.74 3.53
H -1.83 1.41 3.76
H -1.39 2.53 2.52
H -2.44 -0.55 3.13
H -3.62 -2.54 1.71
H -2.35 -3.80 1.43
H -0.96 -3.86 3.92
H 0.37 -3.13 -0.85
H -0.68 -3.95 0.26
H -1.44 -3.91 -2.09
H -2.66 -3.41 -0.95
H -1.45 -0.98 -1.71
H -1.43 -1.93 -3.18
H -3.76 -1.00 -1.77
H -3.50 -1.19 -3.39
H 1.81 1.36 1.61
H 3.45 4.76 0.06
H 2.44 5.66 1.19
H 2.46 3.24 2.44
H 4.12 2.00 1.32
H 5.06 2.83 2.52
H 5.04 3.42 0.85
H 4.56 4.85 3.11
H 2.34 4.51 -2.12
H 2.75 2.42 -5.42
H 2.49 4.43 -4.43
H 0.75 1.04 -4.62
C -6.56 -6.67 2.13
C -6.15 -6.26 0.75
C -4.91 -5.39 0.66
O -5.16 -4.62 -0.52
C -6.50 -4.53 -0.69
O -7.04 -3.81 -1.46
O -7.13 -5.38 0.16
H -5.81 -7.34 2.56
H -6.67 -5.80 2.78
H -7.52 -7.19 2.11
H -6.06 -7.13 0.09
H -3.99 -5.96 0.56
H -4.83 -4.71 1.51
C -4.94 7.03 4.52
C -5.36 5.81 3.73
C -6.56 5.07 4.27
O -6.31 3.73 3.83
C -4.97 3.58 3.71
O -4.41 2.54 3.55
O -4.35 4.79 3.79
H -5.70 7.80 4.46
H -4.77 6.77 5.57
H -4.00 7.43 4.13
H -5.50 6.07 2.68
H -7.51 5.42 3.87
H -6.59 5.08 5.36
C 5.66 1.32 -7.39
C 6.57 1.48 -8.58
C 6.68 0.29 -9.51
O 8.00 0.43 -10.04
C 8.74 1.11 -9.13
O 9.92 1.24 -9.18
O 7.95 1.63 -8.17
H 4.63 1.21 -7.72
H 5.94 0.43 -6.82
H 5.73 2.18 -6.73
H 6.31 2.38 -9.15
H 5.95 0.28 -10.31
H 6.63 -0.66 -8.96
C 3.53 -7.41 0.89
C 2.11 -7.37 0.40
C 1.83 -6.42 -0.75
O 0.45 -6.08 -0.53
C 0.20 -6.22 0.80
O -0.79 -5.83 1.34
O 1.22 -6.85 1.41
H 4.19 -7.81 0.12
H 3.87 -6.41 1.16
H 3.61 -8.04 1.77
H 1.76 -8.38 0.14
H 1.95 -6.85 -1.73
H 2.42 -5.50 -0.67
```

Computed properties:
LUMO level ... -0.2080 eV
Structure (SMILES) ... CC(C)CCc1cc(COO)c(CCCN)c2c1Nc1c(OC[C@@H](C)O)cc([PH2]=S)c(P(O)Cl)c1S2.C[C@@H]1COC(=O)O1.C[C@@H]1COC(=O)O1.C[C@@H]1COC(=O)O1.C[C@@H]1COC(=O)O1
Multiplicity ... 1


Question: What is the formula in the second record?
Answer: C40H57BGaN11O2S


Question: multiplicity of number 4 (C40H59ClN2O17P2S2)?
Answer: 1


Question: What is the formula in the second record?
Answer: C40H57BGaN11O2S